No. 1
Computed, not measured: 35 unconnected molecules or ions with the total composition C6H76ClNO36, with the ωB97M-V functional and the def2-TZVPD basis.

XYZ file:
```
120
Properties=species:S:1:pos:R:3:forces:R:3
C 3.64172 -2.03062 -1.29054 -4.123 3.613 2.508
C 2.80345 -1.16180 -0.77685 2.710 -4.760 -1.790
C 1.60306 -0.42826 -0.00199 1.422 0.080 -0.362
C 0.74135 0.56606 -0.93249 2.184 0.679 1.068
Cl 0.49155 -0.00069 -2.66147 0.076 0.322 1.333
O -0.48326 0.88769 -0.20243 -1.084 -1.439 -2.042
C -1.66895 0.46887 -0.90150 -3.532 3.535 -2.397
O -2.33859 1.38317 -1.51217 3.337 -4.014 3.106
C -2.26781 -1.02292 -0.95267 0.462 -0.339 -0.254
N -2.42732 -1.67301 0.38934 0.347 -1.035 -0.955
H 4.32943 -2.87934 -1.71034 -1.417 2.326 0.938
H 0.91376 -1.15091 0.56909 1.109 0.777 -1.223
H 2.10835 0.24472 0.80698 -0.959 -1.104 -1.419
H 1.34416 1.56137 -1.00042 -1.239 -1.839 -0.206
H -3.29033 -0.99827 -1.47524 1.756 0.454 0.622
H -1.55197 -1.64641 -1.61801 -1.141 1.226 0.988
H -1.84768 -2.54823 0.32700 -1.005 1.249 0.403
H -3.40161 -2.04773 0.44883 1.144 0.583 -0.058
O -1.96901 -4.11388 -0.97434 0.339 -0.522 -0.593
H -2.30810 -4.88463 -1.45051 -0.102 0.205 -0.053
H -1.16571 -3.87647 -1.45876 -0.033 -0.131 0.050
O 1.19990 4.03164 -1.02824 -0.212 0.150 0.140
H 0.81622 4.74319 -1.56006 0.102 -0.055 0.005
H 0.43175 3.58257 -0.64955 0.092 0.048 -0.080
O 1.93889 7.07278 -2.00648 0.339 0.064 0.074
H 2.62787 6.46102 -1.71105 -0.066 0.049 -0.028
H 2.38703 7.63406 -2.65339 -0.176 -0.194 -0.069
O -5.07962 2.47055 -2.28387 0.027 -0.187 -0.178
H -4.23103 2.42421 -1.82071 -0.106 -0.079 -0.073
H -5.12289 1.63932 -2.77435 0.114 0.120 0.133
O -0.74043 -2.99215 2.92206 -0.024 -0.240 -0.267
H -1.12371 -2.29937 2.36498 -0.040 0.015 0.123
H -1.50921 -3.42251 3.31958 -0.143 0.458 0.447
O 6.23031 -4.02138 -2.34741 -0.114 -0.103 -0.024
H 7.07763 -4.06658 -1.88345 -0.407 -0.196 -0.367
H 6.18964 -4.85120 -2.83990 0.022 0.153 0.129
O -3.45824 -3.60663 4.40372 -0.252 -0.033 -0.131
H -4.08547 -3.62879 3.66812 0.110 -0.003 0.074
H -3.92767 -3.12254 5.09712 0.110 0.037 -0.072
O -5.75983 -1.58819 5.76816 0.129 0.044 0.067
H -5.25737 -0.86584 5.35849 -0.147 0.093 -0.141
H -6.67122 -1.26879 5.76740 0.168 -0.137 0.016
O 8.10466 -5.15030 -0.41132 -0.597 0.373 0.287
H 7.35157 -4.78334 0.07239 0.055 -0.080 -0.059
H 8.30489 -5.97508 0.05698 0.521 0.048 -0.199
O -2.16011 -5.16172 1.57225 0.124 -0.653 -0.084
H -1.42626 -4.79850 2.09123 -0.045 0.181 -0.128
H -1.81788 -5.17793 0.66436 0.030 0.502 0.132
O 9.96654 -7.07062 0.24344 0.339 -0.073 -0.022
H 10.69615 -6.72454 0.77356 -0.221 -0.052 0.002
H 10.30755 -7.05488 -0.66300 -0.126 -0.073 -0.073
O -0.12063 -7.23861 0.76848 -0.139 -0.158 0.160
H -0.87235 -6.85131 1.23864 0.047 -0.044 0.056
H 0.07571 -8.04403 1.26397 0.026 0.152 -0.154
O 0.01323 1.90866 2.64354 -0.378 0.259 -0.141
H -0.10112 1.62916 1.72365 0.048 -0.137 0.096
H -0.17221 2.85659 2.62494 0.296 -0.126 0.094
O -4.76431 -5.34081 0.08013 0.152 -0.238 -0.409
H -3.91683 -5.37714 0.54546 -0.120 0.188 0.301
H -4.81386 -6.18663 -0.38443 -0.146 0.122 0.153
O 3.62768 8.91480 -0.12366 -0.089 -0.038 -0.543
H 2.95465 8.55585 -0.71901 -0.081 -0.150 0.305
H 3.98067 9.67886 -0.60214 0.052 0.070 0.258
O 3.28364 4.73132 1.37170 -0.295 -0.003 0.016
H 2.65810 4.73497 0.63255 0.035 -0.169 -0.002
H 2.80715 5.17775 2.08350 0.186 -0.062 -0.096
O 6.28298 8.20177 1.05959 0.009 0.059 0.030
H 5.65748 8.20494 0.32113 -0.052 0.021 0.256
H 5.80602 8.64716 1.77021 0.068 -0.181 -0.191
O -5.19386 0.89415 4.28103 -0.219 0.172 -0.033
H -4.68879 1.61215 3.87400 0.136 -0.107 -0.025
H -6.10412 1.21780 4.27814 0.186 -0.043 0.007
O -6.39281 -5.34561 4.34056 0.214 -0.120 0.143
H -6.01355 -4.64158 4.88403 -0.099 -0.105 -0.024
H -5.66265 -5.96896 4.22308 0.002 0.198 -0.118
O -7.87843 3.52372 -3.05090 -0.078 0.108 -0.016
H -7.18846 2.91311 -2.75609 -0.009 0.353 0.038
H -7.43169 4.08410 -3.69991 0.111 -0.444 -0.037
O -2.85348 2.76583 2.76867 0.070 -0.041 0.080
H -2.15932 2.15784 3.06260 0.024 0.000 -0.100
H -2.41094 3.33143 2.12381 -0.292 -0.102 0.076
O 10.21174 -8.15005 -2.68575 0.152 -0.196 0.246
H 9.85943 -8.85453 -2.12520 -0.021 0.100 -0.126
H 11.00027 -8.54115 -3.08434 -0.132 0.137 0.021
O 4.96876 11.18050 0.30374 0.094 0.382 0.364
H 4.66731 10.84320 1.15753 -0.030 -0.015 -0.212
H 5.46924 11.97534 0.52860 -0.045 -0.161 -0.192
O -6.24839 -7.72190 6.20823 -0.295 -0.032 -0.027
H -6.62572 -7.03011 5.64651 -0.013 0.068 0.113
H -7.01888 -8.14487 6.60816 0.215 0.035 -0.054
O 3.21741 1.46347 2.05956 0.377 0.203 0.181
H 3.57399 2.34230 1.86342 -0.170 0.032 -0.061
H 3.72123 1.17297 2.83060 -0.163 -0.032 -0.159
O -5.94374 3.73444 -5.51543 -0.087 0.073 0.356
H -5.09714 3.68842 -5.05256 -0.187 0.011 -0.045
H -5.98704 2.90024 -6.00837 0.133 0.360 -0.010
O 8.99999 -2.63997 -2.02017 0.243 -0.019 -0.159
H 8.64577 -3.34406 -1.45988 0.427 0.098 0.143
H 9.78846 -3.03353 -2.41751 -0.167 -0.195 0.216
O 11.02936 -1.02880 -3.73366 -0.090 -0.164 -0.171
H 10.64363 -0.31840 -4.26247 0.095 -0.061 0.190
H 10.26442 -1.47932 -3.35625 0.073 0.305 -0.119
O -4.59262 0.24826 8.19186 0.126 -0.142 -0.210
H -4.94401 -0.52767 7.73262 -0.005 0.095 0.034
H -3.78568 0.46166 7.70596 -0.165 0.007 0.124
O -4.85283 2.04410 -7.35126 0.488 -0.364 -0.247
H -4.16509 1.43224 -7.05739 -0.181 0.033 -0.062
H -4.40690 2.60299 -8.00103 -0.206 0.010 0.134
O -8.52346 6.77006 -3.96516 0.237 -0.140 -0.005
H -8.87642 6.06768 -3.40143 0.058 0.112 -0.002
H -7.73604 6.37573 -4.36421 -0.174 0.018 -0.032
O 9.19467 0.64196 -1.89961 -0.002 -0.106 0.033
H 8.90154 -0.22639 -2.20622 -0.049 0.102 0.250
H 9.90216 0.44155 -1.27368 -0.113 0.025 -0.184
O -5.85927 -2.92263 -1.93538 -0.090 -0.003 0.224
H -6.60762 -2.53213 -1.46585 0.127 -0.064 -0.135
H -5.66957 -3.73214 -1.44115 0.107 0.054 0.065
O -6.57258 8.53875 -2.47986 0.092 0.235 -0.332
H -7.24798 8.17744 -3.07281 -0.142 -0.143 0.198
H -6.22244 9.29989 -2.96001 -0.041 -0.134 0.178
```
Positions in Å, forces in eV/Å.

Its net charge is 0. The calculation puts the LUMO energy at -0.009 Ha.



No. 2
Computed, not measured: a molecular structure, C6H79HgO35V, with the ωB97M-V functional and the def2-TZVPD basis.

XYZ file:
```
122
Properties=species:S:1:pos:R:3:forces:R:3
Hg 0.15317 4.79546 -3.13432 0.041 -0.509 -0.503
V -0.31104 1.30560 -3.61638 0.923 2.732 2.615
C 0.31664 -0.39233 0.91699 -0.966 1.032 0.643
C 0.40722 -0.06119 -0.57365 0.616 -0.452 -1.190
O -0.32237 0.99283 -1.23803 0.188 -0.358 -0.846
H 0.93506 -1.23918 1.21447 0.251 -0.069 -0.488
H -0.67553 -0.65316 1.28532 -0.297 -0.120 -0.455
H 0.62178 0.42358 1.57218 0.206 0.250 -0.148
H 0.21904 -0.99912 -1.09614 -0.421 -0.420 -0.223
H 1.47992 0.04377 -0.73611 0.233 0.385 -0.151
C 3.55701 3.67175 -4.65087 -0.144 1.701 -0.836
C 2.93142 2.92123 -3.54601 -0.255 -1.886 0.321
O 1.54669 2.72753 -3.68939 -4.248 -0.095 -0.420
H 3.05163 4.63720 -4.62652 -0.293 0.333 -0.388
H 3.42670 3.27321 -5.65699 0.020 -0.289 0.127
H 4.58766 3.99545 -4.50564 0.173 -0.681 0.266
H 3.09485 3.47546 -2.62176 0.329 -0.475 0.319
H 3.21932 1.86994 -3.54319 1.282 0.053 0.652
C -3.88921 2.22367 -3.07100 0.356 -0.502 -0.086
C -2.94564 3.37028 -3.47350 -0.656 0.084 1.194
O -1.57645 3.16247 -3.23426 1.713 -2.518 -0.544
H -3.62867 1.26384 -3.51704 0.009 0.055 -0.484
H -4.92442 2.43713 -3.33719 0.061 0.155 -0.177
H -3.89902 1.98853 -2.00670 0.257 0.459 0.201
H -3.22796 4.16249 -2.78010 -0.203 0.513 -0.206
H -3.14205 3.73062 -4.48329 0.016 -0.152 -0.230
O -0.60054 1.68983 -5.93173 0.071 -0.443 0.715
H -1.43050 1.62615 -6.40433 -0.501 0.020 0.075
H 0.04510 1.89684 -6.60740 0.522 0.306 0.011
O -1.69911 -6.17882 2.51303 0.057 -0.232 0.140
H -1.54131 -5.31724 2.12702 -0.136 0.379 -0.006
H -1.29226 -6.79353 1.90242 -0.060 -0.311 0.000
O 1.56372 -0.02024 6.59783 -0.227 0.320 0.351
H 1.88960 -0.72903 6.04318 0.360 -0.069 -0.319
H 0.63383 -0.21497 6.71449 -0.242 0.030 0.190
O 5.90317 -0.36638 -1.20572 0.389 -0.157 0.518
H 5.37041 -0.79119 -1.87799 -0.438 -0.091 -0.402
H 6.47736 0.22479 -1.69261 0.164 0.281 0.046
O 3.86537 -1.68795 -2.40831 0.446 1.024 -1.113
H 3.93414 -2.38110 -1.75177 -0.416 -0.087 0.176
H 3.05652 -1.88446 -2.88094 0.060 -0.117 -0.030
O 3.74400 2.57708 4.57544 1.003 -0.155 0.123
H 3.44730 1.73797 4.22317 -0.120 -0.174 0.087
H 3.08016 3.20513 4.29064 -0.392 -0.025 0.033
O 3.67849 1.38481 -0.58257 -0.496 0.492 0.224
H 2.93837 1.14580 -1.14054 -0.091 0.027 -0.248
H 3.97581 0.55486 -0.20972 0.529 -0.240 -0.025
O -1.97198 3.12777 0.16119 -0.368 0.286 -0.102
H -1.45806 2.37794 -0.13859 0.524 -0.708 -0.485
H -1.82974 3.79860 -0.50662 0.095 0.123 -0.358
O -1.26618 -3.06002 5.81505 0.146 0.135 0.594
H -2.01777 -3.58975 6.08102 -0.151 -0.077 0.223
H -1.31509 -3.03682 4.85939 -0.176 -0.094 -0.391
O -0.89026 -2.67401 3.22768 -0.140 0.363 -0.304
H 0.04631 -2.74886 3.41061 0.556 -0.129 0.039
H -1.00207 -3.09137 2.37355 -0.267 -0.179 -0.436
O -2.05214 2.97151 5.42401 0.045 -0.029 0.645
H -2.35448 3.64793 4.81797 -0.028 0.124 -0.362
H -1.70995 2.27870 4.85907 0.076 -0.116 -0.210
O -2.67531 3.78323 2.63161 0.492 0.779 0.230
H -2.43262 3.68786 1.71061 0.329 0.000 -0.023
H -3.46261 3.24760 2.72904 -0.446 -0.343 0.424
O 5.50636 3.45627 -1.27042 0.229 0.414 -0.383
H 6.14398 3.51059 -0.55857 0.173 0.085 0.151
H 4.78651 2.93921 -0.90888 -0.308 -0.545 0.150
O -4.43338 -2.42862 -0.60357 0.077 -0.825 -0.612
H -5.22819 -2.55812 -0.08613 -0.416 -0.036 0.139
H -4.19769 -1.51267 -0.45624 0.272 0.919 0.503
O 1.08219 -0.21781 -4.38610 -0.605 0.453 0.350
H 1.24040 -1.07308 -3.98646 0.390 -0.382 0.547
H 1.12889 -0.38078 -5.32817 0.068 0.186 -0.456
O -4.09981 -2.43283 3.18745 -0.365 0.068 -0.037
H -3.48113 -1.86592 2.72694 0.198 0.229 -0.061
H -3.75270 -3.31641 3.06489 0.146 -0.314 0.038
O -4.03758 -1.65399 -3.60591 0.152 0.186 -0.532
H -4.03660 -2.38604 -4.22263 -0.250 -0.163 -0.215
H -4.26715 -2.04908 -2.76482 -0.254 -0.136 0.890
O 5.01982 -1.24589 3.35979 0.061 0.005 -0.516
H 5.65747 -1.27293 4.07316 0.055 0.098 0.384
H 5.45471 -1.69054 2.63220 0.196 0.023 -0.218
O -4.03222 1.68962 3.42470 -0.760 -0.241 -0.484
H -4.63125 1.47477 4.13971 -0.232 0.066 0.170
H -3.28353 1.10783 3.55586 0.641 -0.182 0.340
O -1.57350 0.28361 3.76293 -0.204 0.492 -0.113
H -1.50496 -0.44931 4.37479 0.033 -0.365 0.357
H -1.52823 -0.12168 2.89695 0.200 -0.204 -0.147
O 2.01749 -3.84809 2.66216 0.170 0.834 0.246
H 2.71326 -4.35183 3.08452 0.233 -0.019 0.319
H 1.70478 -4.41506 1.95719 -0.332 -0.440 -0.254
O -5.08760 3.59233 0.77812 -0.275 -0.243 -0.075
H -5.43648 4.24514 0.17120 -0.183 0.198 -0.081
H -4.14757 3.57574 0.59842 0.333 -0.021 -0.012
O -2.40613 -3.86722 0.81051 0.889 -0.197 0.396
H -3.20304 -3.44852 0.48516 -0.627 0.561 -0.343
H -2.21579 -4.55189 0.16924 -0.045 -0.184 -0.130
O 1.59482 -2.95665 -3.39315 -0.309 0.283 -0.041
H 0.71752 -2.91375 -3.77359 -0.447 -0.181 -0.249
H 1.74994 -3.89065 -3.25236 0.406 -0.234 0.072
O 2.71681 -1.49953 4.59624 -0.603 -0.260 0.217
H 2.08340 -2.17272 4.34754 -0.094 -0.282 -0.021
H 3.17496 -1.28880 3.78265 0.534 0.098 -0.102
O 1.02504 -5.43817 0.79052 -0.289 -0.054 -0.383
H 0.70009 -6.32558 0.94268 0.053 -0.304 0.287
H 0.94071 -5.31044 -0.15436 0.143 0.119 -0.275
O 3.42708 -3.21425 -0.49376 -0.103 -0.883 0.501
H 4.26347 -3.17633 -0.02982 0.353 -0.138 0.335
H 2.76702 -3.12636 0.19387 -0.239 0.154 0.359
O 1.45101 3.66421 3.75862 -0.137 0.300 -0.242
H 0.78658 3.07738 3.39751 -0.336 -0.254 0.158
H 1.49151 4.39175 3.13792 -0.038 0.320 -0.060
O 0.83041 4.18445 -0.87879 0.081 0.266 0.135
H 0.85854 3.34714 -0.41581 -0.042 -0.719 -0.076
H 0.79181 4.84169 -0.18396 0.050 0.381 0.224
O -1.76030 -0.38485 -3.77970 1.839 1.745 -0.291
H -2.70123 -0.56058 -3.78395 -1.248 -0.141 0.357
H -1.35751 -1.22954 -3.98093 0.290 -0.581 0.135
O -0.99676 -2.83453 -4.76552 0.190 0.114 0.127
H -1.24028 -3.74006 -4.57329 -0.126 -0.400 0.133
H -1.59344 -2.56894 -5.46528 -0.081 0.048 -0.505
O -3.34768 0.00250 0.18630 -0.010 -0.442 -0.108
H -3.36734 0.77105 0.75653 -0.399 0.410 0.338
H -2.53042 0.08866 -0.30450 0.543 0.178 -0.327
```
Positions in Å, forces in eV/Å.

The spin multiplicity is 4. Its net charge is +1. The calculation puts the LUMO energy (spin up / spin down) at -0.209 / -0.174 Ha.



No. 3
Computed, not measured: a molecular structure, C6H7AsF6N2S, with the ωB97M-V functional and the def2-TZVPD basis.

XYZ file:
```
23
Properties=species:S:1:pos:R:3:forces:R:3
C 2.30740 -1.07481 -1.00275 0.602 0.313 0.691
C 1.43937 -0.53535 -1.62769 -0.871 1.116 -0.042
C 0.27027 0.33680 -2.02471 1.864 -1.167 -0.263
N -0.93285 -0.35483 -1.51826 -1.438 0.144 0.217
C -1.32500 -1.61990 -1.72932 0.406 0.494 0.034
N -2.45243 -1.81571 -1.04650 -0.908 -0.778 0.513
C -2.87517 -0.68746 -0.35087 2.555 1.017 -1.462
C -1.88496 0.23411 -0.69797 -1.310 1.119 0.662
S -1.86305 1.93538 -0.14321 0.261 -0.277 -0.229
H 3.09586 -1.31382 -0.28569 -0.598 -0.196 -0.706
H 0.37210 1.34227 -1.56998 -0.247 -0.785 0.120
H 0.26075 0.47131 -3.12307 -0.466 -0.192 0.533
H -0.79760 -2.35111 -2.34940 -0.315 0.356 0.453
H -2.94651 -2.70234 -1.02010 0.280 0.172 -0.074
H -3.74268 -0.53441 0.29436 0.415 -0.492 -0.479
H -2.02138 2.61328 -1.32798 -0.004 -0.781 0.403
F 1.60584 1.13577 1.06575 -0.057 -0.136 0.397
As 1.87328 0.86736 2.79687 0.293 0.245 0.536
F 1.17893 2.44300 3.14229 0.160 -0.603 -0.241
F 3.46407 1.59371 2.65910 -0.614 -0.313 -0.075
F 2.13615 0.59661 4.50774 -0.158 0.034 -0.700
F 2.56495 -0.71479 2.43224 -0.306 0.504 -0.060
F 0.27265 0.13492 2.91913 0.457 0.204 -0.226
```
Positions in Å, forces in eV/Å.

Its net charge is 0. The calculation puts the LUMO energy at -0.032 Ha.



Number 1: electronic energy -3497.606601 hartree. Number 2: electronic energy -4006.491070 hartree. Number 3: electronic energy -3575.503147 hartree.